{
  "formula": "C54H63N9O9",
  "method": "ωB97M-V with the def2-TZVPD basis set",
  "species": ["N", "C", "C", "C", "C", "C", "H", "H", "H", "H", "H", "N", "C", "C", "C", "C", "C", "H", "H", "H", "H", "H", "N", "C", "C", "C", "C", "C", "H", "H", "H", "H", "H", "N", "C", "C", "C", "C", "C", "H", "H", "H", "H", "H", "N", "C", "C", "C", "C", "C", "H", "H", "H", "H", "H", "N", "C", "C", "C", "C", "C", "H", "H", "H", "H", "H", "N", "C", "C", "C", "C", "C", "H", "H", "H", "H", "H", "N", "C", "C", "C", "C", "C", "H", "H", "H", "H", "H", "N", "C", "C", "C", "C", "C", "H", "H", "H", "H", "H", "C", "O", "C", "O", "O", "C", "H", "H", "H", "H", "H", "H", "C", "O", "C", "O", "O", "C", "H", "H", "H", "H", "H", "H", "C", "O", "C", "O", "O", "C", "H", "H", "H", "H", "H", "H"],
  "xyz": [[0.2518, 5.1868, -2.8698], [0.1646, 5.2588, -1.5473], [-1.0073, 5.5137, -0.8518], [-2.1920, 5.6462, -1.6116], [-2.1360, 5.3895, -2.9987], [-0.8897, 5.2885, -3.5581], [1.0961, 5.0703, -1.0398], [-1.1040, 5.4383, 0.2242], [-3.1574, 5.7398, -1.1018], [-3.0064, 5.4259, -3.6227], [-0.7763, 5.0826, -4.6354], [-0.1107, -4.9569, 2.3601], [0.8268, -5.1394, 1.3777], [0.5344, -4.7836, 0.0980], [-0.6754, -4.3153, -0.2729], [-1.5685, -4.0853, 0.7108], [-1.2243, -4.3267, 2.0181], [1.7010, -5.6137, 1.6560], [1.3281, -5.0160, -0.6043], [-1.0357, -4.1800, -1.2739], [-2.6227, -3.7680, 0.4893], [-1.9174, -4.2095, 2.8753], [-5.2541, 3.0100, -2.3066], [-4.8570, 2.8542, -1.0312], [-5.4965, 2.1036, -0.1005], [-6.7062, 1.4832, -0.4187], [-7.0769, 1.6473, -1.7358], [-6.3455, 2.3901, -2.6550], [-3.8814, 3.2675, -0.8649], [-5.1294, 2.1833, 0.9104], [-7.4000, 0.8644, 0.1631], [-7.9044, 1.0204, -2.0728], [-6.7218, 2.5260, -3.6391], [-2.2634, -1.3236, -2.4128], [-3.5001, -1.7867, -2.2502], [-3.9667, -2.8987, -2.9205], [-3.0708, -3.6091, -3.7323], [-1.7556, -3.2132, -3.7215], [-1.4100, -2.0224, -3.1393], [-4.2523, -1.2589, -1.6663], [-4.9900, -3.1649, -2.9635], [-3.4630, -4.4427, -4.3215], [-1.0092, -3.7367, -4.3801], [-0.3687, -1.6876, -3.2541], [3.8326, 2.8454, -0.7791], [3.6647, 3.5618, -1.8843], [2.8133, 3.2648, -2.9269], [1.8973, 2.2530, -2.6979], [1.8924, 1.5783, -1.4505], [2.9755, 1.8381, -0.5946], [4.4768, 4.3380, -2.0244], [2.7930, 3.8228, -3.8135], [1.0888, 2.0095, -3.3916], [1.1254, 0.9994, -1.0616], [3.0268, 1.3261, 0.3614], [6.4419, -2.5290, 0.1604], [6.7199, -2.7190, -1.1420], [6.4890, -1.7081, -2.1080], [6.0760, -0.4940, -1.6833], [5.7764, -0.3137, -0.3175], [6.0115, -1.3378, 0.5972], [6.9262, -3.7704, -1.3840], [6.8381, -1.9725, -3.0895], [5.9447, 0.3469, -2.3057], [5.4562, 0.6593, 0.0559], [5.9291, -1.2249, 1.7111], [-4.6464, -1.3568, 1.1015], [-4.2888, -0.4941, 2.0319], [-3.9740, -0.8284, 3.3383], [-4.0344, -2.1825, 3.6683], [-4.4346, -3.1017, 2.7198], [-4.6877, -2.6616, 1.4294], [-4.2360, 0.5654, 1.8336], [-3.5402, -0.0929, 4.0664], [-3.8295, -2.4844, 4.6808], [-4.4185, -4.1743, 2.8291], [-5.0026, -3.3087, 0.6323], [5.5046, -0.7723, 4.6441], [5.4477, 0.3769, 4.0436], [4.2810, 0.9833, 3.6302], [3.0632, 0.3821, 3.9053], [3.0970, -0.8532, 4.5595], [4.3938, -1.3963, 4.8622], [6.4409, 0.8533, 3.8112], [4.2675, 1.8831, 3.0460], [2.0639, 0.8345, 3.6309], [2.2728, -1.4329, 4.7967], [4.4443, -2.4550, 5.2305], [-0.1055, 0.9353, 2.2330], [-0.6449, 1.9750, 1.5343], [-1.4341, 1.8865, 0.4078], [-1.7505, 0.5555, -0.0714], [-1.2337, -0.4931, 0.6283], [-0.3761, -0.2610, 1.7070], [-0.4689, 2.9775, 1.9542], [-1.6794, 2.8688, -0.0978], [-2.3407, 0.5013, -1.0058], [-1.4516, -1.5663, 0.3565], [0.1553, -1.0712, 2.2343], [3.7787, 3.5140, 6.3509], [2.6526, 3.1502, 5.6426], [1.8906, 2.2706, 6.2369], [2.1666, 1.5800, 7.1956], [0.7501, 2.2550, 5.5499], [-0.2169, 1.2319, 5.9894], [4.2717, 4.2796, 5.7478], [4.5101, 2.6671, 6.5892], [3.3381, 3.9130, 7.2291], [-0.8429, 1.5904, 6.8193], [0.3523, 0.3831, 6.3584], [-0.8650, 1.1340, 5.1389], [-3.0266, 1.8359, -4.0671], [-1.9461, 1.2266, -4.8161], [-2.3751, 0.6651, -5.9461], [-3.4471, 0.9569, -6.4958], [-1.4238, -0.0949, -6.3821], [-1.8405, -0.7251, -7.6374], [-3.4137, 2.5642, -4.6974], [-2.5477, 2.2769, -3.1959], [-3.7808, 1.0770, -3.7336], [-2.0632, -0.0027, -8.4353], [-2.7165, -1.3213, -7.6078], [-0.9896, -1.3493, -7.9683], [4.1428, -4.6825, 1.7280], [3.4759, -4.2644, 0.5394], [2.9302, -3.0603, 0.4198], [2.6492, -2.3623, 1.3330], [2.7658, -2.8603, -0.8690], [2.1151, -1.5981, -1.1940], [4.6574, -5.6089, 1.5736], [3.5221, -4.8518, 2.5782], [4.8796, -3.9561, 2.0028], [2.5576, -1.2564, -2.0991], [2.3359, -0.9948, -0.3833], [1.0476, -1.8001, -1.4059]],
  "forces_ev_per_angstrom": [[-0.438, 0.272, -0.073], [0.267, 0.017, 0.105], [-1.473, -0.255, -0.877], [0.323, -1.173, -0.035], [-0.090, 1.438, 1.428], [0.886, -1.231, -1.023], [0.200, 0.035, 0.348], [0.402, 0.393, 0.016], [0.373, 0.165, -0.253], [-0.365, -0.125, -0.087], [-0.164, 0.414, 0.449], [1.676, 0.249, -0.421], [-3.723, 0.983, 1.537], [2.706, -1.189, -1.309], [-1.050, 0.239, -0.812], [-2.930, 1.027, 0.584], [-0.295, -1.184, 1.535], [1.578, -0.814, 0.434], [-0.253, 0.212, -0.344], [0.472, 0.054, -0.551], [1.286, -0.137, 0.145], [0.259, 0.243, -0.837], [0.863, 0.498, 0.263], [0.725, 0.047, -1.741], [-1.029, 0.109, 1.793], [0.083, 0.176, -1.014], [-0.911, -1.465, -0.441], [-0.821, -0.214, 0.977], [0.235, 0.391, 0.576], [0.126, -0.411, 0.139], [0.908, 0.393, 0.412], [-0.092, 0.576, -0.156], [-0.080, -0.002, -0.870], [0.007, 0.618, 0.603], [-0.646, -0.143, -0.490], [1.249, -0.459, -1.106], [-1.076, -0.136, 0.717], [1.003, -1.170, -2.356], [0.601, -0.051, 0.458], [0.601, 0.439, 0.284], [-0.904, -0.141, 0.395], [0.453, 0.178, 0.181], [-0.754, 0.490, 0.903], [-0.598, 0.276, 0.172], [-0.363, -0.535, 0.072], [2.721, 0.888, -0.626], [-0.560, -1.033, 1.234], [-1.199, -0.878, 1.092], [2.567, 2.056, -0.965], [-1.166, 0.680, 0.135], [-1.284, -0.576, 0.157], [0.062, 0.712, -0.999], [0.335, 0.243, -0.034], [-1.413, -1.392, 0.055], [0.182, -0.148, -0.030], [0.477, -0.480, -0.185], [-1.765, 0.504, 0.930], [1.637, -2.348, 0.492], [-0.839, 0.532, 1.923], [0.313, 0.305, 0.408], [0.309, -0.062, -0.310], [0.338, 0.654, -0.228], [-0.321, 0.399, -0.560], [-0.104, 0.691, -0.897], [0.014, -0.184, -0.241], [-0.210, -0.008, -1.255], [-0.170, -0.442, -0.471], [0.177, 0.596, 0.954], [0.860, -0.598, 0.735], [-0.273, 0.545, 0.436], [0.347, -0.371, -1.097], [-0.279, 1.628, 0.445], [-0.045, 0.035, -0.747], [-0.808, -0.671, -0.864], [0.218, -0.210, 0.168], [-0.168, -0.106, 0.655], [0.032, -0.430, -0.157], [1.440, -1.104, 0.455], [1.430, 2.246, -1.220], [-0.562, 0.137, -0.268], [-1.464, -0.680, 0.472], [3.267, 0.776, -0.415], [-3.122, -1.341, 0.176], [-1.083, -0.356, 0.285], [0.327, 0.436, -0.027], [1.353, -0.440, 0.154], [-1.657, -0.822, 0.298], [0.035, 1.142, -0.057], [-0.704, 0.508, -1.487], [0.128, 0.489, 1.091], [0.091, -0.752, -0.714], [-0.290, 3.168, -0.498], [0.115, -2.011, -0.200], [0.525, -0.115, 1.123], [0.193, -0.494, -0.127], [-0.042, -1.559, 0.427], [0.389, -0.490, 0.878], [0.308, 1.442, 0.154], [-0.536, 0.062, -0.492], [2.082, -0.370, 0.394], [-0.377, -0.305, -1.600], [-0.714, -1.179, 0.307], [-0.137, 0.653, -0.472], [-1.173, -0.889, 0.612], [0.658, 1.303, 0.435], [0.029, -0.111, 0.265], [-1.188, 1.010, -0.408], [0.685, 0.678, 1.405], [0.427, 0.227, -0.094], [-0.291, -0.335, -0.457], [0.020, -0.675, -0.430], [0.863, -1.462, 1.149], [-0.584, -0.534, 0.622], [-2.236, 2.726, 0.186], [1.924, -1.216, 0.906], [-0.294, -1.863, -2.237], [1.889, 0.219, -1.142], [-1.229, 1.358, -0.724], [-0.067, 0.021, -0.014], [0.676, 0.671, -0.502], [0.370, 0.216, 0.534], [-0.811, -0.585, 0.914], [-0.399, 0.391, 0.382], [0.238, 0.770, 0.117], [0.661, -1.458, -0.410], [0.866, -1.526, 0.118], [-0.499, 1.490, 1.180], [-0.519, 0.682, -1.058], [-0.503, -2.372, -0.950], [0.143, -0.475, -0.798], [-1.036, 0.204, 0.463], [0.450, 0.542, 0.114], [0.533, 0.335, -0.608], [-0.202, 1.688, 1.323], [0.391, 0.295, 0.589]],
  "mol_weight_da": 982.2,
  "total_energy_ev": -88853.931,
  "relative_energy_kcal_mol": 30.36,
  "gap_ev": 9.4405,
  "total_charge": 0,
  "multiplicity": 1,
  "e_lumo_ev": 0.4089,
  "smiles": "COC(=O)OC.COC(=O)OC.COC(=O)OC.c1ccncc1.c1ccncc1.c1ccncc1.c1ccncc1.c1ccncc1.c1ccncc1.c1ccncc1.c1ccncc1.c1ccncc1"
}